# 1
Computed, not measured: a molecular structure, C6H12O at a distorted geometry, with ωB97M-V/def2-TZVPD.

Each line ends with the Löwdin charge.
CARTESIAN COORDINATES (ANGSTROEM)
1 C 2.53618 0.20715 0.78301  -0.13
2 C 1.43312 -0.38318 -0.08482  -0.27
3 C 0.46631 0.74278 -0.60161  -0.22
4 C -0.81015 0.15855 -1.21286  -0.15
5 C -1.67546 0.28933 0.02968  -0.46
6 C -2.40972 -0.87056 0.56854  -0.01
7 O -1.71050 1.34930 0.64806  0.03
8 H 3.23490 -0.54635 1.16563  0.07
9 H 2.08081 0.72792 1.62953  0.07
10 H 3.11406 0.94092 0.20985  0.07
11 H 0.89644 -1.15533 0.49221  0.10
12 H 1.91292 -0.96191 -0.90818  0.11
13 H 1.01870 1.38272 -1.28806  0.09
14 H -0.81432 -0.86728 -1.62175  0.12
15 H -1.19571 0.82737 -1.99229  0.12
16 H -3.31704 -0.95318 -0.03287  0.10
17 H -2.65672 -0.67697 1.61270  0.09
18 H -1.83565 -1.79298 0.46040  0.09
19 H -0.26819 1.58168 0.14281  0.18

Atoms 1-2, force components in eV/Å:
0.1 0.1 0.1
-0.3 0.4 0.2

Frontier orbital gap   10.29 eV
HOMO level   -9.31 eV
LUMO level   0.98 eV
Calculated total energy   -310.98640 Ha
ΔE to the lowest compared entry with this formula, charge and spin   1.983 eV

***

# 2
Computed, not measured: 2 unconnected molecules or ions with the total composition H3ISi at a distorted geometry, with ωB97M-V/def2-TZVPD.

Each line ends with the Löwdin charge.
CARTESIAN COORDINATES (ANGSTROEM)
1 Si 0.08045 0.24249 -0.00554  0.11
2 I -2.40424 -0.09369 -0.02885  0.22
3 H 0.03149 0.86972 -1.31591  -0.18
4 H 0.61504 0.60955 1.38119  -0.13
5 H 1.67726 -1.62808 -0.03089  -0.02

Atoms 1-2, force components in eV/Å:
0.8 -2.9 1.0
0.8 -0.2 0.4

Frontier orbital gap   8.17 eV
HOMO level   -9.15 eV
LUMO level   -0.98 eV
Calculated total energy   -588.86856 Ha
ΔE to the lowest compared entry with this formula, charge and spin   3.303 eV

***

# 3
Computed, not measured: 2 unconnected molecules or ions with the total composition C4H7INO at a distorted geometry, with ωB97M-V/def2-TZVPD.

Each line ends with the Löwdin charge.
CARTESIAN COORDINATES (ANGSTROEM)
1 C 2.30202 1.03468 2.48599  0.13
2 C 0.95619 -0.59958 0.88718  -0.59
3 C -0.37476 -0.99182 -1.19531  0.00
4 C -0.81226 0.73425 0.35971  -0.05
5 N 0.03110 -0.35077 0.03493  -0.33
6 O 3.02349 1.63683 1.82965  0.24
7 I 2.09048 -2.34702 1.00960  0.89
8 H 2.10801 0.36063 3.33592  0.15
9 H -0.44774 -0.21620 -1.92089  0.11
10 H -1.25834 -1.50681 -0.94830  0.10
11 H 0.33078 -1.70822 -1.41751  0.05
12 H -0.53265 1.13426 1.30404  0.08
13 H -1.86187 0.32165 0.49746  0.15
14 H -0.79632 1.42334 -0.39887  0.08

Atoms 1-2, force components in eV/Å:
1.4 -0.8 -2.7
0.9 0.5 1.1

Frontier orbital gap (alpha / beta)   7.04 / 7.05 eV
Total charge   +1
HOMO level (alpha / beta)   -12.79 / -12.79 eV
LUMO level (alpha / beta)   -5.75 / -5.74 eV
Calculated total energy   -583.88837 Ha
ΔE to the lowest compared entry with this formula, charge and spin   3.577 eV

***

# 4
Computed, not measured: a molecular structure, C43H41AsN5O4STc at a distorted geometry, with ωB97M-V/def2-TZVPD.

Each line ends with the Mulliken spin population.
CARTESIAN COORDINATES (ANGSTROEM)
1 Tc 1.12778 1.74010 0.56010  1.75
2 C 4.03238 1.40819 -0.65724  0.01
3 N 3.15768 1.49009 0.55997  0.01
4 C 2.71475 -0.87323 0.91971  0.17
5 C 3.22132 0.51355 2.99771  0.03
6 C 4.21598 0.14605 3.92739  -0.02
7 C 3.91098 -0.04238 5.25403  0.02
8 C 2.61546 0.16837 5.71517  -0.01
9 C 1.64793 0.63271 4.82587  0.03
10 C 1.95873 0.89354 3.48978  0.01
11 N 1.06704 1.64892 2.69519  -0.01
12 C 0.24165 2.62741 3.19399  0.09
13 C 0.28017 3.14328 4.50021  0.01
14 C -0.78588 3.88874 4.99433  -0.01
15 C -1.93951 4.08654 4.20870  0.01
16 C -1.94281 3.67172 2.86194  -0.01
17 C -0.80984 3.06026 2.34857  -0.03
18 N -0.67712 2.85646 0.90499  -0.03
19 C -1.75505 1.92577 0.46532  0.02
20 C -0.80851 4.14001 0.19285  0.01
21 H 3.95937 0.39814 -1.09833  0.00
22 H 5.05934 1.57379 -0.33901  0.00
23 H 3.68443 2.15352 -1.38581  0.00
24 H 2.50940 -1.54610 1.77405  0.00
25 H 3.24689 -1.42015 0.14798  -0.01
26 H 0.66377 -0.86663 0.59815  0.01
27 H 5.20387 -0.03089 3.48695  0.00
28 H 4.67189 -0.39373 5.95263  0.00
29 H 2.35461 -0.04073 6.75437  0.00
30 H 0.62478 0.79644 5.16366  0.00
31 H 1.15906 2.89142 5.11111  0.00
32 H -0.75093 4.25555 6.03639  0.00
33 H -2.81489 4.58392 4.63877  0.00
34 H -2.79140 3.91765 2.19343  0.00
35 H -2.76909 2.28474 0.64946  0.01
36 H -1.61661 1.00122 1.02785  -0.01
37 H -1.64335 1.76579 -0.61100  -0.01
38 H -1.67786 4.75241 0.49421  0.00
39 H -0.89090 3.94269 -0.87719  0.00
40 H 0.11582 4.70182 0.40328  0.00
41 O 4.10792 3.38094 1.68770  0.00
42 C 3.17031 2.82105 1.13186  0.03
43 O 2.01506 3.50457 0.72093  0.07
44 C 3.62929 0.31956 1.50273  0.02
45 O 4.85512 -0.01601 1.41748  0.81
46 O 1.48196 -0.34460 0.39724  -0.04
47 C -5.83655 -4.11918 1.12074  0.00
48 C -5.78850 -2.70454 1.10066  0.00
49 C -4.55488 -2.04327 1.05500  0.00
50 C -3.36411 -2.76348 1.00560  0.00
51 C -3.42758 -4.17011 1.05185  0.00
52 C -4.64830 -4.83934 1.08583  0.00
53 As -1.69195 -1.77562 0.86127  -0.01
54 C -1.65868 -1.74133 -1.11021  0.00
55 C -2.40875 -0.86264 -1.89177  0.01
56 C -2.25380 -0.87352 -3.28024  0.00
57 C -1.40096 -1.81160 -3.89142  0.00
58 C -0.67833 -2.71989 -3.12754  0.00
59 C -0.80137 -2.66426 -1.71432  0.00
60 C -0.03077 -3.48105 -0.75801  0.00
61 C 1.00057 -4.39112 -1.10063  0.00
62 C 1.61036 -5.09680 -0.04958  0.00
63 C 1.24055 -4.88667 1.28430  0.00
64 C 0.25866 -3.94510 1.61085  0.00
65 C -0.35090 -3.21443 0.58816  0.00
66 H -6.79429 -4.65519 1.16767  0.00
67 H -6.71731 -2.10127 1.18699  0.00
68 H -4.52373 -0.92186 1.06518  0.00
69 H -2.51110 -4.72630 1.05528  0.00
70 H -4.64953 -5.91887 1.10644  0.00
71 H -3.12959 -0.21391 -1.37408  0.00
72 H -2.83726 -0.14945 -3.87637  0.00
73 H -1.28976 -1.78968 -4.99859  0.00
74 H -0.02107 -3.46109 -3.56461  0.00
75 H 1.27414 -4.52659 -2.14163  0.00
76 H 2.41306 -5.78356 -0.30704  0.00
77 H 1.70871 -5.46692 2.09193  0.00
78 H -0.03461 -3.75811 2.64658  0.00
79 N 1.71984 -0.52353 -2.24594  0.00
80 C 1.11824 0.54008 -2.81077  0.00
81 S 0.65901 1.89345 -1.69640  0.02
82 N 1.05000 0.55492 -4.14586  0.01
83 C 0.23291 1.20366 -5.12215  0.00
84 C 0.08309 0.45288 -6.31582  0.00
85 C -0.68104 0.97268 -7.32468  0.00
86 C -1.31703 2.22287 -7.13375  0.00
87 C -1.08439 2.97006 -5.99308  0.00
88 C -0.28343 2.46667 -4.97189  0.00
89 H 1.73542 -0.58991 -1.23609  0.02
90 H 1.94205 -1.34239 -2.79168  0.00
91 H 1.51517 -0.24027 -4.58798  0.00
92 H 0.59835 -0.50101 -6.38860  0.00
93 H -0.84528 0.39554 -8.22617  0.00
94 H -1.99754 2.60651 -7.91753  0.00
95 H -1.56078 3.95993 -5.86798  0.00
96 H -0.01792 3.02206 -4.05943  0.00

Atoms 1-2, force components in eV/Å:
-0.7 1.0 1.4
-0.4 0.2 -0.1

Frontier orbital gap (alpha / beta)   6.68 / 3.90 eV
Total charge   +1
HOMO level (alpha / beta)   -9.20 / -9.35 eV
LUMO level (alpha / beta)   -2.52 / -5.45 eV
2S+1   4
Calculated total energy   -4952.37830 Ha

***

# 5
Computed, not measured: C5H10O in the gas phase at a distorted geometry, with ωB97M-V/def2-TZVPD.

Each line ends with the Löwdin charge.
CARTESIAN COORDINATES (ANGSTROEM)
1 C 1.94443 -0.42711 0.95958  -0.08
2 C 0.97609 -0.04279 -0.14650  -0.25
3 C 0.09224 -1.05169 -0.83659  -0.06
4 C -0.58679 0.18514 -0.26067  -0.38
5 C -2.04084 0.50801 0.38616  0.00
6 O -0.71534 1.13096 -1.31872  -0.09
7 H 2.85675 -0.89053 0.54353  0.08
8 H 2.27460 0.45823 1.51524  0.07
9 H 1.51504 -1.14045 1.66563  0.07
10 H 1.44937 0.64361 -0.85565  0.13
11 H 0.09977 -1.08924 -1.92456  0.11
12 H 0.06580 -2.04526 -0.37881  0.11
13 H -2.68393 -0.36004 0.24819  0.06
14 H -2.58170 1.30772 -0.18486  0.08
15 H -2.03845 0.85352 1.41861  0.06
16 H -0.62706 1.95992 -0.83055  0.10

Atoms 1-2, force components in eV/Å:
-0.3 0.0 0.2
-0.3 0.2 0.2

Frontier orbital gap   10.28 eV
HOMO level   -9.26 eV
SMILES   C[C@H]1C[C@]1(C)O
LUMO level   1.01 eV
Calculated total energy   -271.65633 Ha
ΔE to the lowest compared entry with this formula, charge and spin   2.620 eV